[1]
41
Properties=species:S:1:pos:R:3:forces:R:3:lowdin_charge:R:1 method="wB97M-V/def2-TZVPD" de_lowest_kcal_mol=68.0 e_homo_ev=-6.27 total_charge=-1 max_force_ha_per_bohr=0.0906 energy_ha=-944.46444 gap_ev=8.481
B 9.776920 -8.165810 -14.637850 0.1 -0.2 0.0 -0.45
H 10.125210 -8.697870 -15.509540 1.6 -2.1 -3.4 -0.10
H 8.699620 -8.214250 -14.601550 -4.6 -0.3 0.1 -0.11
H 10.132140 -8.574980 -13.704770 1.7 -1.8 3.7 -0.11
H 10.020530 -7.115190 -14.670700 1.2 4.4 -0.3 -0.11
O 5.802370 -7.905450 -10.680980 -0.2 0.1 0.2 -0.05
H 5.636590 -8.848130 -10.670590 0.0 -0.2 0.0 0.02
H 6.178610 -7.737460 -11.544950 0.2 0.1 -0.3 0.03
O 8.628450 -6.191750 -17.714840 0.1 0.3 -0.4 -0.06
H 8.880450 -6.689280 -16.936900 0.3 -0.4 0.6 0.00
H 7.676180 -6.278910 -17.757410 -0.2 0.0 0.0 0.03
O 13.888340 -6.135320 -10.184950 0.2 -0.1 0.3 -0.06
H 13.200390 -6.184940 -10.848650 -0.2 -0.1 -0.2 0.03
H 14.243790 -5.250980 -10.273390 0.1 0.2 -0.1 0.02
O 3.736700 -5.092140 -14.890350 0.1 0.2 -0.2 -0.05
H 2.887150 -4.860420 -14.515100 -0.2 0.0 0.1 0.02
H 3.980770 -5.905120 -14.447950 0.1 -0.3 0.1 0.02
O 6.919010 -11.325870 -14.699700 -0.5 -0.1 0.0 -0.06
H 7.165900 -11.672020 -13.842110 0.2 -0.1 0.2 0.03
H 7.488600 -10.566910 -14.825200 0.4 0.5 -0.1 0.02
O 12.530970 -6.100540 -18.782210 0.2 -0.1 -0.1 -0.05
H 11.633090 -5.787800 -18.671660 -0.4 0.0 0.1 0.02
H 13.074040 -5.324280 -18.645370 0.1 0.2 0.0 0.02
O 9.224820 -5.149630 -11.665120 0.1 0.2 0.3 -0.06
H 8.355730 -4.755900 -11.741850 -0.2 0.1 0.0 0.02
H 9.334680 -5.648330 -12.474730 0.1 -0.4 -0.4 0.02
O 11.356540 -12.142970 -18.018250 0.1 -0.1 -0.3 -0.06
H 11.356070 -12.855990 -17.379630 0.0 -0.1 0.2 0.02
H 10.794730 -11.472430 -17.629700 -0.1 0.3 0.1 0.03
O 3.665510 -9.283820 -13.833660 -0.2 0.2 0.0 -0.05
H 3.421370 -9.600120 -12.963840 -0.1 0.0 0.2 0.02
H 4.487610 -9.732940 -14.030320 0.4 -0.2 -0.2 0.02
O 14.052710 -8.121990 -15.046070 0.4 -0.1 0.1 -0.06
H 13.096450 -8.164470 -15.043440 -0.5 -0.1 0.0 0.02
H 14.254720 -7.288140 -15.470480 0.0 0.2 -0.1 0.02
O 10.593710 -12.449100 -13.136260 -0.1 -0.4 0.0 -0.06
H 11.010340 -12.405100 -12.275610 0.1 0.0 0.2 0.03
H 10.678090 -11.563390 -13.489290 0.0 0.5 -0.2 0.03
O 13.073260 -3.906950 -13.936710 0.3 0.1 0.1 -0.06
H 12.570200 -3.093240 -13.904510 -0.2 0.2 0.0 0.03
H 12.556580 -4.486540 -14.496480 -0.2 -0.3 -0.1 0.03

***

[2]
24
Properties=species:S:1:pos:R:3:forces:R:3:lowdin_charge:R:1 method="wB97M-V/def2-TZVPD" smiles="Cc1c[nH]cn1.CCC(N)=O" de_lowest_kcal_mol=0.8 e_homo_ev=-8.86 total_charge=0 max_force_ha_per_bohr=0.0272 energy_ha=-514.06164 gap_ev=9.404
C -1.544390 -2.448179 -1.160361 0.4 -0.6 0.0 -0.05
C -2.378149 0.830265 -0.114677 0.1 0.4 0.7 -0.22
C -1.719026 -1.185777 -0.408927 -0.7 0.4 0.0 -0.38
C -1.456147 -0.879427 0.895248 0.5 -1.1 -0.1 -0.09
N -2.301848 -0.100298 -1.019546 -0.1 0.2 -0.4 0.09
N -1.874168 0.405519 1.076463 0.1 0.3 0.1 0.04
H -2.787119 1.829390 -0.171201 -0.1 -0.1 -0.4 0.12
H -1.829549 0.949887 1.919026 0.0 -0.1 0.0 0.14
H -0.962350 -1.507602 1.628500 -0.2 0.4 0.1 0.12
H -2.304595 -2.613153 -1.918866 -0.2 0.3 0.1 0.08
H -1.566101 -3.308053 -0.490891 0.1 0.0 0.0 0.08
H -0.588664 -2.454779 -1.679826 0.2 -0.1 -0.1 0.07
C 2.728558 0.975658 0.855621 0.1 1.2 0.8 -0.16
C 1.662761 1.563481 1.788594 0.0 -0.4 -0.1 -0.11
C 2.264031 0.326346 -0.409573 -0.2 -0.6 -0.3 -0.56
O 2.956707 -0.479147 -1.004501 0.1 0.1 0.0 0.04
N 1.030478 0.671433 -0.866488 0.3 0.1 0.0 0.18
H 3.381171 1.820532 0.603693 0.0 -0.2 -0.3 0.12
H 3.379377 0.316968 1.415483 0.0 -0.5 -0.2 0.11
H 0.842443 0.869645 1.958563 -0.1 -0.2 0.0 0.05
H 1.245883 2.481063 1.383522 0.0 0.2 0.1 0.07
H 0.711696 0.214457 -1.708417 -0.1 0.1 0.2 0.11
H 0.396297 1.212611 -0.307188 -0.1 -0.1 -0.2 0.07
H 2.116480 1.755413 2.757540 0.0 0.3 0.0 0.07